No. 1
Entry from OMol25: a cluster of 2 separate species, C11H22BFN3O3 in total at a distorted geometry (ωB97M-V/def2-TZVPD).

Cartesian coordinates (Å):
C (-0.035, 2.281, -3.371)
C (0.408, 1.810, -2.002)
F (1.774, 1.580, -2.025)
C (-0.322, 0.528, -1.535)
C (0.519, -0.725, -1.232)
C (0.390, -1.075, 0.268)
C (1.536, -0.761, 1.247)
C (2.383, 0.495, 0.962)
C (1.887, 1.658, 1.776)
O (2.222, 1.899, 2.889)
O (0.933, 2.449, 1.146)
C (-0.989, -0.522, 0.596)
N (-1.020, 0.777, -0.206)
B (-2.357, 1.556, -0.170)
N (-2.441, 2.866, 0.443)
O (-3.383, 0.920, -0.771)
H (0.441, 1.666, -4.137)
H (-1.120, 2.226, -3.474)
H (0.273, 3.315, -3.522)
H (0.251, 2.608, -1.267)
H (-1.110, 0.287, -2.247)
H (1.513, -0.739, -1.672)
H (-0.015, -1.535, -1.736)
H (0.307, -2.160, 0.235)
H (1.137, -0.678, 2.263)
H (2.194, -1.629, 1.252)
H (2.443, 0.709, -0.104)
H (3.402, 0.340, 1.318)
H (0.356, 2.774, 1.856)
H (-1.777, -1.171, 0.215)
H (-1.179, -0.274, 1.641)
H (-0.355, 1.389, 0.292)
H (-2.467, 2.822, 1.461)
H (-1.625, 3.441, 0.237)
H (-4.154, 0.690, -0.240)
C (0.322, -5.233, 1.861)
C (-0.634, -4.435, 1.104)
N (-1.394, -3.834, 0.490)
H (0.813, -5.944, 1.199)
H (1.072, -4.589, 2.316)
H (-0.197, -5.780, 2.647)

Net charge: +1
Lowest unoccupied orbital energy, eV: -2.88
Calculated total energy, a.u.: -946.91932
Highest occupied orbital energy, eV: -13.9
Kohn-Sham gap, eV: 11.045

Want to see where the charge sits? The natural (NBO) charges in e are: C -0.65; C 0.20; F -0.36; C -0.07; C -0.43; C -0.26; C -0.39; C -0.54; C 0.79; O -0.53; O -0.74; C -0.21; N -0.68; B 1.25; N -1.13; O -0.90; H 0.24; H 0.22; H 0.24; H 0.17; H 0.24; H 0.26; H 0.24; H 0.27; H 0.22; H 0.24; H 0.25; H 0.26; H 0.50; H 0.26; H 0.22; H 0.47; H 0.41; H 0.39; H 0.54; C -0.73; C 0.32; N -0.38; H 0.27; H 0.25; H 0.27



No. 2
Entry from OMol25: a cluster of 5 separate species, C11H22Br8O3 in total at a distorted geometry (ωB97M-V/def2-TZVPD).

Cartesian coordinates (Å):
C (20.925, -8.933, 8.827)
O (19.567, -8.647, 9.227)
C (19.306, -7.920, 10.422)
O (20.197, -7.578, 11.173)
O (18.001, -7.784, 10.646)
C (17.707, -7.372, 11.906)
H (21.389, -8.245, 8.120)
H (20.925, -9.860, 8.254)
H (21.561, -9.137, 9.689)
H (16.698, -7.622, 12.233)
H (17.865, -6.317, 12.131)
H (18.298, -7.852, 12.686)
Br (25.500, -2.873, 10.860)
C (23.877, -3.743, 10.235)
C (22.701, -2.830, 10.725)
Br (22.946, -0.931, 9.985)
H (23.760, -4.717, 10.710)
H (23.936, -3.938, 9.164)
H (22.576, -2.770, 11.806)
H (21.737, -3.086, 10.286)
Br (23.543, 6.655, 5.376)
C (21.783, 5.778, 5.414)
C (21.476, 5.695, 6.935)
Br (19.491, 5.637, 7.177)
H (21.726, 4.845, 4.852)
H (21.078, 6.392, 4.853)
H (21.840, 6.526, 7.539)
H (21.976, 4.791, 7.282)
Br (24.247, -6.495, -0.046)
C (23.989, -7.896, 1.426)
C (22.763, -7.394, 2.247)
Br (23.273, -5.765, 3.307)
H (24.864, -7.919, 2.075)
H (23.968, -8.866, 0.928)
H (22.521, -8.197, 2.943)
H (21.935, -7.202, 1.564)
Br (27.396, 3.305, 10.131)
C (27.534, 3.047, 12.124)
C (28.925, 2.725, 12.559)
Br (28.840, 2.736, 14.544)
H (26.823, 2.269, 12.402)
H (27.190, 3.988, 12.553)
H (29.664, 3.492, 12.329)
H (29.356, 1.769, 12.260)

Lowest unoccupied orbital energy, eV: 0.20
Calculated total energy, a.u.: -21250.10538
Highest occupied orbital energy, eV: -9.8
Kohn-Sham gap, eV: 9.968
ΔE to the lowest compared entry with this formula, charge and spin, eV: 1.6269
SMILES string: COC(=O)OC.BrCCBr.BrCCBr.BrCCBr.BrCCBr

Want to see where the charge sits? The natural (NBO) charges in e are: C -0.26; O -0.53; C 0.99; O -0.63; O -0.47; C -0.27; H 0.19; H 0.19; H 0.20; H 0.20; H 0.19; H 0.19; Br 0.00; C -0.46; C -0.39; Br -0.06; H 0.23; H 0.23; H 0.23; H 0.22; Br -0.01; C -0.44; C -0.43; Br -0.04; H 0.23; H 0.23; H 0.23; H 0.23; Br -0.06; C -0.40; C -0.43; Br -0.01; H 0.22; H 0.23; H 0.22; H 0.23; Br -0.04; C -0.42; C -0.42; Br -0.03; H 0.23; H 0.23; H 0.23; H 0.23



No. 3
Entry from OMol25: a structure of composition C11H22N13RuSSb (ωB97M-V/def2-TZVPD).

Cartesian coordinates (Å):
Ru (0.593, -1.190, 0.857)
C (3.929, 0.256, -3.019)
C (3.904, 0.479, -1.557)
N (4.809, 1.080, -0.843)
N (4.374, 1.010, 0.443)
C (3.218, 0.388, 0.545)
S (2.219, -0.108, 1.887)
N (2.892, 0.056, -0.706)
N (1.736, -0.713, -0.933)
H (4.797, 0.763, -3.432)
H (3.032, 0.653, -3.496)
H (4.006, -0.810, -3.244)
H (4.947, 1.396, 1.183)
H (2.021, -1.696, -1.188)
H (1.203, -0.269, -1.676)
N (-0.619, -4.312, 1.648)
C (0.353, -4.200, 0.694)
N (0.925, -5.189, 0.044)
N (1.809, -4.608, -0.784)
N (1.802, -3.340, -0.661)
N (0.879, -3.023, 0.306)
C (-1.345, -3.230, 2.041)
N (-2.445, -3.239, 2.746)
N (-2.866, -1.952, 2.758)
N (-2.079, -1.197, 2.112)
N (-1.035, -1.964, 1.637)
H (-0.932, -5.238, 1.913)
C (-4.247, 0.729, -0.064)
C (-3.075, -0.026, -0.686)
Sb (-1.258, 0.630, 0.203)
C (-1.403, 1.784, 2.007)
C (-0.924, 3.219, 1.896)
C (-0.307, 1.952, -1.199)
C (-1.327, 2.953, -1.749)
H (-5.165, 0.426, -0.568)
H (-4.157, 1.811, -0.174)
H (-4.357, 0.485, 0.993)
H (-2.969, 0.143, -1.757)
H (-3.135, -1.096, -0.496)
H (-0.834, 1.206, 2.732)
H (-2.452, 1.694, 2.291)
H (0.121, 3.290, 1.588)
H (-0.997, 3.685, 2.879)
H (-1.529, 3.814, 1.214)
H (0.131, 1.391, -2.028)
H (0.498, 2.453, -0.658)
H (-2.145, 2.456, -2.271)
H (-0.845, 3.619, -2.466)
H (-1.751, 3.578, -0.964)

Net charge: +2
Lowest unoccupied orbital energy (spin up / spin down), eV: -9.17 / -9.17
Calculated total energy, a.u.: -1876.80322
Highest occupied orbital energy (spin up / spin down), eV: -15.2 / -15.2
Kohn-Sham gap (spin up / spin down), eV: 6.017 / 6.016
ΔE to the lowest compared entry with this formula, charge and spin, eV: 0.1263

Want to see where the charge sits? The natural (NBO) charges in e are: Ru 0.53; C -0.68; C 0.39; N -0.18; N -0.30; C 0.24; S 0.24; N -0.20; N -0.59; H 0.29; H 0.25; H 0.27; H 0.47; H 0.46; H 0.42; N -0.53; C 0.48; N -0.28; N 0.05; N -0.18; N -0.36; C 0.50; N -0.29; N 0.04; N -0.17; N -0.44; H 0.47; C -0.64; C -0.69; Sb 1.59; C -0.68; C -0.64; C -0.77; C -0.63; H 0.26; H 0.22; H 0.24; H 0.25; H 0.26; H 0.25; H 0.26; H 0.21; H 0.26; H 0.22; H 0.21; H 0.24; H 0.22; H 0.25; H 0.22